[1]
# C19H28ClDyO2

A molecular structure, C19H28ClDyO2 at a distorted geometry (wB97M-V/def2-TZVPD, the OMol25 dataset).

As for the expectation value of S²: 9.344. As for the total energy: -2236.52089 Ha. Its orbital gap (alpha / beta) is 8.001 / 8.098 eV.

ORCA input file:
```
! RIJCOSX wB97M-V def2-TZVPD def2/J DEFGRID3
* xyz 0 6
O 0.869 -0.037 -2.344
C 0.386 -0.657 -3.592
C 1.760 -0.808 -4.211
H -0.315 0.033 -4.070
H -0.098 -1.619 -3.406
C 2.207 -0.090 -2.909
H 1.911 -0.225 -5.122
H 2.098 -1.846 -4.298
C 2.758 1.289 -3.228
H 2.018 1.851 -3.806
H 3.677 1.196 -3.830
H 2.988 1.850 -2.314
C 3.135 -0.883 -2.018
H 2.665 -1.830 -1.732
H 3.345 -0.316 -1.098
H 4.088 -1.101 -2.528
Dy -1.258 0.932 1.655
C -1.770 0.226 4.241
C -2.917 -0.237 3.529
C -2.514 -1.351 2.720
H -3.928 0.146 3.630
C -1.123 -1.589 2.965
C -0.653 -0.587 3.869
H 0.348 -0.540 4.285
H -1.767 0.998 5.003
H -3.166 -1.976 2.119
H -0.553 -2.447 2.621
C -0.969 2.980 3.281
C 0.316 2.369 3.131
C 0.725 2.515 1.766
H 0.910 1.933 3.932
C -0.295 3.268 1.083
C -1.335 3.554 2.027
H -2.231 4.138 1.841
H -1.539 3.066 4.203
H 1.669 2.174 1.342
H -0.231 3.661 0.066
O -0.430 -0.258 -0.214
C 0.473 -1.350 0.085
C -0.012 -2.572 -0.689
H 0.396 -1.561 1.170
H 1.523 -1.059 -0.090
C -1.371 -2.190 -1.292
H -0.150 -3.385 0.031
H 0.706 -2.884 -1.461
C -1.461 -0.669 -1.194
H -2.202 -2.577 -0.676
H -1.496 -2.548 -2.315
H -2.420 -0.317 -0.778
H -1.289 -0.141 -2.139
Cl -3.475 1.474 0.758
*
```

---

[2]
# C19H28ClN2O3RhSb

A molecular structure, C19H28ClN2O3RhSb at a distorted geometry (wB97M-V/def2-TZVPD, the OMol25 dataset).

As for the total energy: -1886.62417 Ha. Its relative energy (zero: lowest compared OMol25 entry of this formula, charge and spin) is 15.3 kcal per mole. Its orbital gap (alpha / beta) is 7.107 / 7.103 eV.

ORCA input file:
```
! RIJCOSX wB97M-V def2-TZVPD def2/J DEFGRID3
* xyz 1 1
Rh -0.815 1.316 0.987
O -2.466 0.744 -0.002
N -2.782 1.890 -0.594
O -3.705 1.949 -1.340
O -2.011 2.821 -0.294
Cl 4.887 1.040 0.314
C 3.332 1.541 0.847
C 2.664 2.537 0.134
C 1.428 2.960 0.572
C 0.844 2.424 1.755
C -0.428 2.864 2.238
C 1.533 1.374 2.405
C 2.770 0.935 1.956
H 3.124 2.980 -0.738
H 0.913 3.761 0.054
H -0.896 3.738 1.803
H -0.721 2.601 3.247
H 1.122 0.968 3.321
H 3.310 0.158 2.479
N -1.797 0.276 2.650
C -1.916 -1.128 2.334
C -3.008 -1.588 1.618
C -3.087 -2.940 1.306
C -2.087 -3.814 1.703
C -0.997 -3.336 2.419
C -0.907 -1.989 2.734
H -2.689 0.752 2.719
H -1.300 0.434 3.519
H -3.782 -0.904 1.300
H -3.943 -3.307 0.754
H -2.158 -4.866 1.461
H -0.217 -4.014 2.741
H -0.056 -1.613 3.291
C 2.244 -1.818 -0.266
C 2.061 -0.738 -1.330
Sb 0.160 0.173 -1.201
C -1.081 -1.364 -1.942
C -0.632 -1.869 -3.311
C 0.142 1.554 -2.811
C 1.416 1.550 -3.653
H 3.222 -2.292 -0.358
H 1.493 -2.605 -0.355
H 2.170 -1.407 0.742
H 2.106 -1.154 -2.337
H 2.823 0.036 -1.265
H -2.084 -0.939 -1.970
H -1.085 -2.161 -1.197
H -0.562 -1.064 -4.045
H -1.348 -2.593 -3.702
H 0.337 -2.368 -3.266
H -0.052 2.534 -2.376
H -0.728 1.292 -3.416
H 2.296 1.820 -3.066
H 1.336 2.272 -4.467
H 1.607 0.576 -4.104
*
```

---

[3]
# C19H28FO2Tc

A molecular structure, C19H28FO2Tc at a distorted geometry (wB97M-V/def2-TZVPD, the OMol25 dataset).

As for the expectation value of S²: 3.803. As for the total energy: -1071.51402 Ha. Its relative energy (zero: lowest compared OMol25 entry of this formula, charge and spin) is 0.0 kcal per mole. Its orbital gap (alpha / beta) is 7.038 / 6.990 eV.

ORCA input file:
```
! RIJCOSX wB97M-V def2-TZVPD def2/J DEFGRID3
* xyz 1 4
O 0.776 -0.784 -4.722
C 1.339 0.383 -5.517
C 1.319 -0.384 -6.811
H 2.342 0.599 -5.142
H 0.666 1.238 -5.510
C 0.823 -1.563 -5.966
H 2.313 -0.549 -7.206
H 0.572 -0.097 -7.543
C 1.893 -2.615 -6.047
H 2.871 -2.181 -5.793
H 1.936 -2.987 -7.080
H 1.671 -3.459 -5.394
C -0.533 -2.085 -6.389
H -1.290 -1.288 -6.389
H -0.862 -2.904 -5.735
H -0.442 -2.481 -7.410
Tc 0.403 -1.113 -2.428
C -0.684 -0.707 -0.661
C -0.906 0.703 -0.456
C -2.031 1.075 -1.211
H -0.341 1.301 0.253
C -2.410 0.019 -2.059
C -1.590 -1.145 -1.762
H -1.946 -2.164 -1.903
H -0.403 -1.319 0.195
H -2.594 1.997 -1.072
H -3.256 0.039 -2.738
C 1.393 -2.126 -0.836
C 0.472 -3.025 -1.509
C 0.912 -3.162 -2.864
H -0.403 -3.526 -1.101
C 2.136 -2.393 -3.001
C 2.406 -1.750 -1.762
H 3.227 -1.070 -1.577
H 1.402 -1.833 0.209
H 0.402 -3.738 -3.631
H 2.810 -2.386 -3.845
O -0.304 3.246 -5.336
C -1.148 2.449 -4.430
C -2.101 3.375 -3.668
H -0.500 1.954 -3.686
H -1.650 1.678 -5.030
C -1.307 4.693 -3.636
H -2.391 3.034 -2.671
H -3.036 3.457 -4.223
C -0.098 4.474 -4.586
H -0.909 4.843 -2.629
H -1.923 5.553 -3.898
H 0.791 4.367 -3.923
H 0.025 5.266 -5.328
F 1.146 0.594 -2.746
*
```

---

[4]
# C19H28FeNO4

A molecular structure, C19H28FeNO4 at a distorted geometry (wB97M-V/def2-TZVPD, the OMol25 dataset).

As for the expectation value of S²: 8.789. As for the total energy: -2359.90013 Ha. Its relative energy (zero: lowest compared OMol25 entry of this formula, charge and spin) is 39.8 kcal per mole. Its orbital gap (alpha / beta) is 6.194 / 4.669 eV.

ORCA input file:
```
! RIJCOSX wB97M-V def2-TZVPD def2/J DEFGRID3
* xyz 0 6
O -0.859 -0.411 -1.472
C -1.407 0.613 -2.467
C -0.520 0.132 -3.581
H -1.176 1.631 -2.144
H -2.471 0.447 -2.711
C -0.243 -1.069 -2.651
H 0.346 0.796 -3.713
H -1.008 -0.121 -4.522
C 1.221 -1.422 -2.659
H 1.884 -0.591 -2.419
H 1.463 -1.678 -3.697
H 1.436 -2.288 -2.031
C -1.108 -2.287 -2.929
H -2.165 -1.998 -2.911
H -0.946 -3.034 -2.136
H -0.869 -2.726 -3.905
Fe -1.048 -1.435 0.826
C -2.436 -0.960 3.273
C -2.115 0.421 3.248
C -2.149 0.856 1.896
H -1.847 1.045 4.083
C -2.781 -0.170 1.085
C -2.894 -1.364 1.970
H -3.462 -2.277 1.751
H -2.422 -1.583 4.164
H -1.817 1.826 1.546
H -3.270 -0.003 0.132
C 0.191 -1.933 2.865
C -0.111 -3.050 2.008
C 0.669 -2.881 0.787
H -0.735 -3.915 2.241
C 1.402 -1.649 0.926
C 1.089 -1.062 2.187
H 1.632 -0.241 2.656
H -0.002 -1.894 3.941
H 0.875 -3.652 0.058
H 2.119 -1.301 0.189
O 2.096 1.827 -1.997
C 1.716 1.147 -0.731
C 0.736 2.055 0.031
H 2.670 1.043 -0.161
H 1.320 0.137 -0.915
C 1.124 3.456 -0.590
H 0.906 2.058 1.129
H -0.312 1.721 -0.134
C 2.315 3.162 -1.495
H 1.358 4.112 0.258
H 0.246 3.868 -1.121
H 3.219 3.104 -0.880
H 2.432 3.889 -2.299
O 1.173 1.700 4.438
N 1.688 2.830 4.477
O 2.846 3.117 4.107
*
```

---

[5]
# C19H28InN3O5S2

A molecular structure, C19H28InN3O5S2 (wB97M-V/def2-TZVPD, the OMol25 dataset).

As for the expectation value of S²: 0.755. As for the total energy: -2267.49381 Ha. Its relative energy (zero: lowest compared OMol25 entry of this formula, charge and spin) is 20.3 kcal per mole. Its orbital gap (alpha / beta) is 7.513 / 7.233 eV.

ORCA input file:
```
! RIJCOSX wB97M-V def2-TZVPD def2/J DEFGRID3
* xyz 1 2
In -0.159 0.198 0.626
C -1.920 3.135 -0.012
C -1.093 3.135 1.283
N 0.263 2.613 1.066
C 1.069 3.353 0.092
C 1.908 2.406 -0.760
N 1.162 1.226 -1.204
C 0.286 1.375 -2.372
C -0.926 2.270 -2.135
N -1.636 1.984 -0.879
H -1.762 4.066 -0.563
H -2.974 3.133 0.269
H -1.564 2.492 2.029
H -1.088 4.152 1.693
H 0.746 2.541 1.956
H 1.745 4.061 0.583
H 0.412 3.957 -0.526
H 2.738 2.037 -0.152
H 2.345 2.962 -1.598
H 1.825 0.485 -1.400
H -0.052 0.369 -2.638
H 0.833 1.770 -3.237
H -1.593 2.147 -2.993
H -0.625 3.317 -2.147
H -2.492 1.488 -1.079
O 1.027 0.723 2.960
S 2.013 -0.155 3.706
C 1.360 -0.341 5.385
C 1.890 0.825 6.208
C 3.352 0.959 5.791
C 3.349 0.954 4.265
H 1.729 -1.299 5.756
H 0.278 -0.395 5.280
H 1.774 0.645 7.275
H 1.339 1.735 5.960
H 3.925 0.110 6.169
H 3.821 1.865 6.174
H 4.287 0.644 3.808
H 3.050 1.921 3.856
S 3.489 -2.344 -1.054
C 2.007 -1.843 -0.900
O 1.604 -3.786 -2.796
C 0.672 -3.188 -2.377
O 0.836 -2.131 -1.406
C -0.748 -3.348 -2.718
C -1.755 -2.678 -2.033
C -3.097 -2.866 -2.366
C -3.362 -3.736 -3.396
O -4.567 -4.071 -3.910
C -4.315 -5.081 -4.900
O -2.900 -5.182 -5.057
C -2.353 -4.406 -4.081
C -1.035 -4.242 -3.770
H -1.498 -2.023 -1.213
H -3.895 -2.368 -1.836
H -4.765 -4.775 -5.843
H -4.714 -6.033 -4.545
H -0.245 -4.759 -4.293
*
```

---

[6]
# C19H28N2O

C19H28N2O in the gas phase (wB97M-V/def2-TZVPD, the OMol25 dataset).

As for the total energy: -925.58460 Ha. Its relative energy (zero: lowest compared OMol25 entry of this formula, charge and spin) is 1.4 kcal per mole. Its structure (SMILES) is CCC(=O)N[C@@H]1C[C@H]2CCC[C@@H](C1)N2Cc1ccc(C)cc1. Its orbital gap is 9.025 eV.

ORCA input file:
```
! RIJCOSX wB97M-V def2-TZVPD def2/J DEFGRID3
* xyz 0 1
C -4.926 -3.103 -0.564
C -5.280 -1.905 0.316
C -4.446 -0.697 -0.080
O -4.872 0.212 -0.761
N -3.175 -0.739 0.377
C -2.188 0.282 0.077
C -1.024 -0.327 -0.709
C 0.226 0.575 -0.762
C 0.079 1.807 -1.662
C -0.875 2.856 -1.097
C -0.623 3.078 0.393
C -0.423 1.779 1.184
C -1.703 0.940 1.371
N 0.643 1.032 0.549
C 1.289 0.028 1.369
C 2.611 -0.368 0.765
C 3.486 0.615 0.316
C 4.703 0.273 -0.238
C 5.085 -1.060 -0.354
C 6.409 -1.416 -0.959
C 4.210 -2.038 0.095
C 2.986 -1.697 0.645
H -3.881 -3.380 -0.446
H -5.542 -3.960 -0.301
H -5.100 -2.860 -1.610
H -5.111 -2.145 1.368
H -6.330 -1.647 0.179
H -2.878 -1.522 0.940
H -2.729 1.003 -0.536
H -1.348 -0.562 -1.724
H -0.738 -1.269 -0.230
H 1.045 -0.031 -1.171
H -0.247 1.499 -2.657
H 1.073 2.250 -1.754
H -1.909 2.564 -1.270
H -0.723 3.800 -1.627
H -1.442 3.650 0.831
H 0.294 3.660 0.506
H -0.076 2.064 2.186
H -2.495 1.563 1.786
H -1.483 0.153 2.100
H 0.677 -0.876 1.531
H 1.473 0.479 2.351
H 3.191 1.650 0.400
H 5.372 1.047 -0.585
H 6.583 -2.488 -0.915
H 6.446 -1.102 -2.001
H 7.217 -0.910 -0.431
H 4.485 -3.080 0.013
H 2.319 -2.477 0.987
*
```